Here is 2 unconnected molecules or ions with the total composition C5H10O2P from the Open Molecules 2025 dataset. Energies are from ωB97M-V/def2-TZVPD.

Each line ends with the natural charge from an NBO analysis.
Element x y z (Å)
C1 2.553 1.571 -0.783  0.6895
C2 -3.551 -0.941 0.564  -0.6162
C3 1.666 0.097 1.219  -0.6583
C4 -2.044 -0.590 0.730  -0.6933
C5 1.671 0.719 -0.145  -0.0115
O1 2.977 0.443 -1.241  -0.4903
O2 3.161 2.662 -0.854  -0.6411
P1 -1.172 -1.075 -0.788  -0.4053
H1 -4.101 -0.939 1.529  0.1639
H2 -4.134 -0.214 -0.055  0.1837
H3 -3.509 -1.841 0.076  0.2116
H4 2.436 0.608 1.826  0.2038
H5 0.724 0.328 1.622  0.2468
H6 2.059 -0.938 1.356  0.2552
H7 -1.657 -1.161 1.605  0.1840
H8 -1.916 0.390 1.161  0.1674
H9 0.690 0.473 -0.688  0.2832
H10 -2.062 -0.366 -1.587  -0.0732

Atomic forces in eV per Å
C 5.3350 4.2766 -0.2189
C -0.1570 3.0968 1.6462
C 3.5043 0.7314 0.1683
C -1.0736 -0.5728 1.6204
C -2.2138 -2.4585 -0.9888
O -1.7895 -1.0363 0.6510
O -2.5317 -1.7893 0.2924
P 1.2839 -0.3765 -0.5002
H 0.2246 -0.4208 -0.2665
H 0.8042 -0.4167 0.1364
H -0.6307 -2.4389 -0.9729
H -0.3784 0.2938 0.0096
H -1.3837 -0.3889 0.6356
H -1.2064 0.4237 -0.8942
H -0.1710 -0.3706 -0.6045
H -0.0544 1.0817 -0.4038
H 0.8191 -0.0282 0.3416
H -0.3809 0.3935 -0.6517

Output
HOMO-LUMO gap: 5.55 eV
F_max: 6.841 eV/Å
charge: -1
spin multiplicity: 1
HOMO level: -0.070 Eh
ΔE to the lowest compared entry with this formula, charge and spin: 4.7815 eV